Record 1
The following is a quantum chemistry calculation of a structure of composition C26H48BClLaNP at a distorted geometry, from the Open Molecules 2025 dataset.

The geometry in XYZ format:
```
79
Properties=species:S:1:pos:R:3:mulliken_charge:R:1
La -1.733 -1.864 0.994 0.69
P 0.021 0.614 -0.448 -0.89
Cl -2.596 0.154 2.445 -0.63
C -2.825 -2.089 -0.779 -1.79
H -3.044 -3.113 -1.133 0.43
H -1.959 -1.748 -1.461 -0.03
C 0.877 1.907 0.651 0.29
C -1.436 1.344 -1.382 0.87
C -0.061 2.504 1.709 -0.02
H 1.604 1.259 1.178 0.52
C 0.731 3.286 2.770 -0.88
H -0.778 3.190 1.236 0.07
H -0.658 1.712 2.182 -0.26
C 1.602 4.380 2.143 -0.74
H 0.036 3.731 3.492 0.41
H 1.373 2.586 3.323 0.34
C 2.458 3.855 0.985 -1.01
H 0.959 5.191 1.775 0.32
H 2.255 4.818 2.906 0.39
C 1.665 3.026 -0.036 -0.20
H 2.943 4.692 0.468 0.40
H 3.262 3.227 1.393 0.36
H 0.970 3.686 -0.577 0.16
H 2.366 2.622 -0.776 -0.05
C 1.241 0.232 -1.816 0.06
C -1.430 2.871 -1.499 -0.24
H -1.339 0.925 -2.399 0.83
C -2.635 3.354 -2.317 -1.02
H -1.465 3.324 -0.498 -0.22
H -0.507 3.229 -1.980 0.08
C -3.959 2.848 -1.736 -0.76
H -2.629 4.451 -2.361 0.37
H -2.526 2.987 -3.347 0.41
C -3.969 1.326 -1.527 -0.99
H -4.147 3.353 -0.779 0.30
H -4.778 3.137 -2.408 0.43
C -2.734 0.799 -0.796 1.62
H -4.871 1.042 -0.969 0.38
H -4.027 0.841 -2.511 0.38
H -2.808 1.093 0.261 0.08
H -2.718 -0.319 -0.814 -0.96
C 2.619 -0.148 -1.247 -0.24
H 0.798 -0.686 -2.246 0.69
C 3.602 -0.561 -2.351 -0.87
H 3.046 0.699 -0.687 0.13
H 2.503 -0.975 -0.532 -0.30
C 3.695 0.463 -3.488 -0.68
H 4.594 -0.719 -1.911 0.40
H 3.277 -1.525 -2.764 0.36
C 2.320 0.858 -4.036 -1.02
H 4.217 1.361 -3.129 0.32
H 4.305 0.052 -4.302 0.37
C 1.326 1.275 -2.943 -0.36
H 2.425 1.679 -4.756 0.39
H 1.893 0.006 -4.581 0.39
H 1.624 2.254 -2.539 0.01
H 0.341 1.421 -3.407 0.24
C 1.049 -2.413 1.282 0.84
C 0.063 -3.229 1.367 0.48
H 0.978 -1.264 1.154 -0.39
C -0.071 -4.582 0.674 -0.58
H -1.114 -3.227 1.954 0.27
C 1.083 -5.405 1.333 -0.82
H -1.097 -5.023 0.749 0.42
H 0.166 -4.422 -0.388 0.25
C 2.444 -4.620 1.571 -0.60
H 0.732 -5.800 2.302 0.32
H 1.253 -6.326 0.748 0.38
C 2.288 -3.075 1.882 -1.10
H 3.105 -5.188 2.276 0.31
H 3.038 -4.714 0.639 0.28
H 2.201 -2.911 2.979 0.36
H 3.244 -2.579 1.741 0.41
B -4.352 -4.363 4.965 -0.04
C -3.600 -3.904 3.674 -0.05
N -3.098 -3.472 2.721 -0.67
H -4.161 -3.530 5.851 -0.12
H -3.930 -5.478 5.253 -0.14
H -5.534 -4.393 4.631 -0.13
```

## Properties
E, hartree: -1932.00768
Charge: -1
2S+1: 1


Record 2
The following is a quantum chemistry calculation of a cluster of 3 separate species, C26H48BN4O10 in total at a distorted geometry, from the Open Molecules 2025 dataset.

The geometry in XYZ format:
```
89
Properties=species:S:1:pos:R:3:mulliken_spin:R:1
N -4.883 -0.642 -1.904 0.00
B -3.867 -1.566 -2.513 0.00
O -4.068 -2.385 -3.677 0.00
C -2.414 -1.661 -1.724 0.00
O -1.496 -0.957 -2.207 0.00
O -2.364 -2.553 -0.631 0.00
C -1.127 -3.275 -0.476 0.00
C -1.434 -4.293 0.764 0.00
C -2.730 -5.199 0.538 0.00
C -2.439 -6.664 -0.022 0.00
N -1.501 -7.585 0.653 0.00
O -3.069 -7.031 -1.056 0.00
C 0.089 -2.345 0.091 0.00
C 1.420 -3.160 0.416 0.00
O 2.253 -3.342 -0.505 0.00
O 1.728 -3.650 1.728 0.00
C -0.702 -4.226 -1.685 0.00
O -0.005 -5.277 -1.383 0.00
O -1.017 -4.069 -3.008 0.00
H -4.323 0.028 -1.332 0.00
H -5.354 -1.223 -1.175 0.00
H -4.124 -3.310 -3.318 0.00
H -0.538 -4.925 1.054 0.00
H -1.670 -3.589 1.654 0.00
H -3.544 -4.746 -0.114 0.00
H -3.210 -5.347 1.583 0.00
H -0.756 -7.858 -0.004 0.00
H -2.081 -8.412 0.900 0.00
H 0.382 -1.505 -0.617 0.00
H -0.315 -1.869 1.054 0.00
H 1.503 -4.605 1.769 0.00
C 5.690 -1.856 4.537 0.02
C 4.642 -1.134 3.647 0.02
C 4.465 -1.869 2.298 0.02
C 5.556 -1.599 1.268 -0.02
C 5.815 -0.106 1.120 0.03
C 6.118 0.571 2.472 0.02
N 5.060 0.294 3.489 0.31
O 3.960 1.018 3.151 0.61
C 7.502 0.089 2.970 0.01
C 6.326 2.089 2.249 -0.01
C 3.306 -1.298 4.422 -0.01
H 6.304 -1.148 5.099 -0.01
H 5.223 -2.493 5.293 0.00
H 6.356 -2.500 3.956 0.00
H 3.510 -1.573 1.846 0.00
H 4.394 -2.949 2.463 0.00
H 6.477 -2.124 1.542 0.00
H 5.252 -2.012 0.301 0.00
H 6.646 0.052 0.423 0.00
H 4.940 0.364 0.652 0.00
H 7.746 0.523 3.944 -0.01
H 8.290 0.390 2.273 0.00
H 7.588 -0.994 3.055 0.00
H 5.458 2.572 1.794 0.00
H 7.168 2.270 1.573 0.00
H 6.546 2.598 3.192 0.00
H 3.332 -0.768 5.379 0.00
H 3.111 -2.354 4.630 0.00
H 2.445 -0.937 3.853 0.00
C -5.867 4.622 -2.284 0.01
C -4.599 4.908 -1.435 0.02
C -3.958 6.257 -1.836 0.02
C -3.121 6.220 -3.111 -0.02
C -2.135 5.059 -3.087 0.02
C -2.829 3.710 -2.812 0.03
N -3.665 3.748 -1.575 0.28
O -2.825 3.757 -0.506 0.63
C -3.686 3.331 -4.046 0.01
C -1.763 2.588 -2.760 -0.02
C -5.140 5.084 0.011 0.00
H -5.958 3.563 -2.536 -0.01
H -6.788 4.871 -1.751 0.00
H -5.882 5.197 -3.215 0.00
H -3.304 6.604 -1.026 0.00
H -4.733 7.025 -1.944 0.00
H -3.769 6.157 -3.990 0.00
H -2.571 7.161 -3.211 0.00
H -1.596 5.021 -4.039 0.00
H -1.374 5.253 -2.320 0.01
H -4.221 2.391 -3.883 0.00
H -3.054 3.197 -4.929 0.00
H -4.417 4.090 -4.325 0.00
H -1.004 2.761 -1.994 0.00
H -1.227 2.515 -3.711 0.00
H -2.226 1.616 -2.569 0.01
H -5.576 4.155 0.390 0.00
H -5.918 5.853 0.037 0.00
H -4.366 5.411 0.711 0.00
```

## Properties
E, hartree: -2015.68559
Charge: -1
2S+1: 3
⟨S²⟩: 2.009


Record 3
The following is a quantum chemistry calculation of a cluster of 10 separate species, C26H48Br12O12 in total at a distorted geometry, from the Open Molecules 2025 dataset.

The geometry in XYZ format:
```
98
Properties=species:S:1:pos:R:3:mulliken_charge:R:1
C -9.105 20.995 -19.719 -1.44
C -8.991 19.987 -20.837 1.34
C -8.384 18.608 -20.449 1.13
O -9.384 17.691 -20.885 0.07
C -10.471 18.329 -21.343 0.31
O -11.364 17.745 -21.770 -0.46
O -10.351 19.641 -21.238 -0.09
H -9.805 20.732 -18.936 0.33
H -9.522 21.891 -20.207 0.28
H -8.152 21.318 -19.300 0.18
H -8.473 20.370 -21.713 -0.51
H -8.246 18.553 -19.379 -1.35
H -7.482 18.424 -21.023 0.23
C -5.877 12.092 -21.964 -1.52
C -6.617 12.831 -20.859 0.61
C -5.861 12.941 -19.520 -0.50
O -5.888 14.370 -19.219 -0.39
C -6.303 15.071 -20.291 0.59
O -6.393 16.204 -20.326 -0.39
O -6.541 14.233 -21.316 -0.34
H -4.848 12.424 -22.095 0.36
H -6.364 12.173 -22.934 0.33
H -5.790 11.022 -21.715 0.41
H -7.664 12.562 -20.741 0.18
H -4.845 12.541 -19.519 0.29
H -6.405 12.444 -18.710 0.30
Br -5.167 25.519 -18.059 -0.17
C -6.210 24.430 -16.849 -0.67
C -6.669 23.147 -17.473 -0.59
Br -8.034 22.374 -16.305 -0.15
H -7.103 25.014 -16.620 0.37
H -5.728 24.309 -15.887 0.42
H -5.879 22.401 -17.471 0.40
H -7.095 23.237 -18.460 0.44
Br -11.311 26.507 -23.222 -0.20
C -12.039 24.702 -23.114 -0.73
C -10.930 23.648 -23.137 -0.53
Br -11.841 21.921 -22.927 -0.10
H -12.624 24.573 -24.015 0.38
H -12.584 24.656 -22.186 0.43
H -10.282 23.712 -22.272 0.35
H -10.405 23.630 -24.080 0.35
Br -10.250 13.782 -18.811 -0.20
C -11.875 14.773 -18.354 -0.55
C -12.484 15.435 -19.541 -0.10
Br -14.311 15.984 -19.042 -0.14
H -11.659 15.464 -17.548 0.33
H -12.530 14.011 -17.945 0.42
H -12.601 14.823 -20.426 0.38
H -11.965 16.332 -19.855 -0.22
Br -8.391 21.291 -24.206 -0.01
C -8.054 21.462 -26.126 -0.68
C -6.575 21.570 -26.360 -0.52
Br -6.235 21.923 -28.250 -0.15
H -8.542 22.385 -26.424 0.42
H -8.530 20.601 -26.565 0.44
H -6.130 20.595 -26.180 0.14
H -6.094 22.345 -25.788 0.44
Br -9.877 17.927 -17.334 -0.14
C -8.321 18.210 -16.154 -0.56
C -7.091 18.467 -16.981 -0.18
Br -5.640 18.651 -15.682 -0.14
H -8.264 17.279 -15.617 0.43
H -8.565 19.082 -15.566 0.38
H -7.165 19.419 -17.494 0.00
H -6.901 17.676 -17.699 0.28
Br -15.115 17.922 -23.758 -0.15
C -14.777 18.592 -21.950 0.11
C -16.152 18.761 -21.369 -0.68
Br -16.104 19.332 -19.503 -0.20
H -14.152 19.477 -21.975 0.22
H -14.224 17.837 -21.412 -0.17
H -16.583 17.767 -21.359 0.40
H -16.770 19.436 -21.943 0.43
C -7.541 17.550 -24.370 -0.06
O -6.385 18.179 -24.921 -0.35
C -5.502 18.703 -24.064 0.79
O -5.690 18.901 -22.907 -0.51
O -4.379 18.975 -24.743 -0.35
C -3.321 19.682 -24.097 -0.72
H -8.311 17.372 -25.111 0.24
H -7.997 18.202 -23.616 -0.10
H -7.304 16.608 -23.876 0.21
H -3.703 20.361 -23.331 0.31
H -2.791 20.205 -24.876 0.25
H -2.700 18.970 -23.550 0.30
C -13.614 15.422 -26.586 -0.69
O -13.116 15.071 -25.311 -0.33
C -11.854 15.202 -25.057 0.85
O -11.012 15.574 -25.785 -0.56
O -11.637 14.752 -23.856 -0.28
C -10.290 14.634 -23.494 -0.53
H -14.668 15.221 -26.673 0.21
H -13.084 14.873 -27.363 0.31
H -13.352 16.476 -26.667 0.31
H -10.211 13.777 -22.823 0.23
H -9.957 15.491 -22.907 0.06
H -9.612 14.508 -24.334 0.41
```

## Properties
E, hartree: -32810.58704
Charge: 0
2S+1: 1
SMILES: C[C@H]1COC(=O)O1.C[C@H]1COC(=O)O1.COC(=O)OC.COC(=O)OC.BrCCBr.BrCCBr.BrCCBr.BrCCBr.BrCCBr.BrCCBr